(1)
C7H5MnN2O6S as an isolated structure in a non-equilibrium geometry. Source: the OMol25 dataset; level of theory: the ωB97M-V functional and the def2-TZVPD basis.

Cartesian coordinates (Å):
1 Mn 0.546 1.857 -0.491
2 O 0.191 2.790 1.525
3 S -0.759 3.806 0.995
4 O -1.819 4.220 1.895
5 O 1.340 2.908 -1.359
6 O -1.197 3.345 -0.346
7 O 4.202 -0.585 0.276
8 C 3.055 -0.207 0.057
9 O 2.511 0.910 0.184
10 C 0.836 -1.250 -0.414
11 C 0.018 -2.468 -0.367
12 C -1.317 -2.505 -0.224
13 C -2.296 -1.462 -0.040
14 C -2.061 -0.110 -0.011
15 N -0.908 0.478 -0.299
16 H 0.543 -3.414 -0.449
17 H -1.732 -3.509 -0.199
18 H -3.314 -1.779 0.141
19 H -2.870 0.566 0.250
20 N 2.159 -1.334 -0.299
21 C 0.278 -0.022 -0.623
22 H 2.596 -2.236 -0.201

Calculated values
Gap between HOMO and LUMO (spin up / spin down), Ha: 0.2298 / 0.2845
HOMO (spin up / spin down), eV: -4.2 / -5.8
E, eV: -64758.8965
Maximum force, eV/A: 1.205
2S+1: 6
Energy above the lowest of the compared OMol25 structures with the same formula, charge and spin, kJ/mol: 681.08
Net charge: -1

Here are the Mulliken charges for atoms 1 to 5, given in e: 0.741 -0.509 0.865 -0.547 -0.769



(2)
An isolated ion of composition C7H5N4 and charge +1 in a non-equilibrium geometry. Source: the OMol25 dataset; level of theory: the ωB97M-V functional and the def2-TZVPD basis.

Cartesian coordinates (Å):
1 N 2.839 -0.494 -2.080
2 C 1.747 -0.799 -1.993
3 C 0.409 -1.034 -1.740
4 C -0.046 -2.276 -1.260
5 N -0.478 -3.264 -0.913
6 N 0.079 -0.103 -0.267
7 C 0.614 -0.134 0.944
8 C 0.026 0.670 1.978
9 C -0.976 1.559 1.625
10 C -1.348 1.663 0.260
11 N -0.857 0.710 -0.580
12 H -0.134 -0.732 -2.640
13 H 1.380 -0.836 1.272
14 H 0.312 0.606 3.062
15 H -1.419 2.154 2.460
16 H -2.147 2.311 -0.127

Calculated values
Gap between HOMO and LUMO, Ha: 0.3855
HOMO, eV: -15.9
E, eV: -13289.0492
SMILES: N#CC(C#N)[n+]1ccccn1
Maximum force, eV/A: 3.601
Energy above the lowest of the compared OMol25 structures with the same formula, charge and spin, kJ/mol: 232.60
Net charge: +1

Here are the Mulliken charges for atoms 1 to 5, given in e: -0.250 0.081 0.408 0.064 -0.243



(3)
The molecule C7H5NO in a non-equilibrium geometry. Source: the OMol25 dataset; level of theory: the ωB97M-V functional and the def2-TZVPD basis.

Cartesian coordinates (Å):
1 O -3.178 -0.353 -0.070
2 C -1.956 -0.253 0.022
3 C -1.012 -1.407 0.029
4 C 0.230 -0.893 -0.023
5 N 1.518 -1.438 0.011
6 C 2.296 -0.381 -0.045
7 C 1.585 0.944 -0.012
8 C 0.297 0.569 -0.012
9 C -1.113 1.042 0.015
10 H -1.269 -2.461 0.071
11 H 3.380 -0.564 -0.126
12 H 1.930 1.971 0.075
13 H -1.365 1.581 0.934
14 H -1.342 1.643 -0.868

Calculated values
Gap between HOMO and LUMO, Ha: 0.3212
HOMO, eV: -9.9
E, eV: -10875.9954
SMILES: O=C1C=C2N=CC=C2C1
Maximum force, eV/A: 2.143
Energy above the lowest of the compared OMol25 structures with the same formula, charge and spin, kJ/mol: 96.91

Here are the Mulliken charges for atoms 1 to 5, given in e: -0.577 0.376 -0.493 0.446 -0.660



(4)
The molecule C7H5NOS in a non-equilibrium geometry. Source: the OMol25 dataset; level of theory: the ωB97M-V functional and the def2-TZVPD basis.

Cartesian coordinates (Å):
1 C 1.907 1.562 -1.142
2 C 0.462 1.638 -0.839
3 O -0.285 2.620 -1.170
4 C -0.158 0.448 -0.207
5 C 0.458 -0.754 0.063
6 C -0.355 -1.655 0.822
7 C -1.654 -1.116 1.005
8 C -2.671 -1.675 1.703
9 N -3.609 -2.195 2.237
10 S -1.753 0.450 0.401
11 H 2.150 0.539 -1.892
12 H 2.048 2.683 -1.607
13 H 2.249 1.416 -0.237
14 H 1.372 -1.104 -0.171
15 H -0.161 -2.858 1.034

Calculated values
Gap between HOMO and LUMO, Ha: 0.3166
HOMO, eV: -9.7
E, eV: -21709.9860
SMILES: CC(=O)c1ccc(C#N)s1
Maximum force, eV/A: 8.102
Energy above the lowest of the compared OMol25 structures with the same formula, charge and spin, kJ/mol: 357.28

Here are the Mulliken charges for atoms 1 to 5, given in e: -1.089 0.646 -0.617 0.525 -0.622



(5)
An isolated ion of composition C7H5O3PS and charge -2 in a non-equilibrium geometry. Source: the OMol25 dataset; level of theory: the ωB97M-V functional and the def2-TZVPD basis.

Cartesian coordinates (Å):
1 O -1.969 1.905 -0.714
2 P -2.664 0.656 -0.306
3 O -4.115 0.549 -0.668
4 O -2.449 0.229 1.366
5 C -1.715 -0.575 0.437
6 S -1.790 -2.706 0.641
7 C -0.276 -0.449 0.256
8 C 0.594 0.012 1.269
9 C 1.929 0.282 0.999
10 C 2.502 0.250 -0.294
11 C 1.625 -0.207 -1.209
12 C 0.322 -0.521 -0.997
13 H 0.200 0.370 2.127
14 H 2.523 0.788 1.791
15 H 3.539 0.558 -0.419
16 H 1.936 -0.290 -2.346
17 H -0.191 -0.852 -1.932

Calculated values
Gap between HOMO and LUMO, Ha: 0.2068
HOMO, eV: 0.2
E, eV: -33606.1775
SMILES: O=[P@]1([O-])O[C@]1([S-])c1ccccc1
Maximum force, eV/A: 5.098
Energy above the lowest of the compared OMol25 structures with the same formula, charge and spin, kJ/mol: 50.43
Net charge: -2

Here are the Mulliken charges for atoms 1 to 5, given in e: -0.708 0.725 -0.798 -0.519 0.347



(6)
A 2-piece molecular cluster, C7H6 overall in a non-equilibrium geometry. Source: the OMol25 dataset; level of theory: the ωB97M-V functional and the def2-TZVPD basis.

Cartesian coordinates (Å):
1 C 2.585 -0.598 -1.297
2 C -1.611 -0.703 -2.853
3 C 1.839 0.083 -0.623
4 C -1.100 -0.215 -1.882
5 C -0.747 0.464 1.990
6 C 0.154 -0.171 1.187
7 C 0.690 0.539 0.058
8 H 3.236 -0.892 -2.057
9 H -2.190 -1.282 -3.420
10 H -1.309 0.011 2.818
11 H -1.058 1.544 2.078
12 H 0.572 -1.107 1.405
13 H 0.538 1.543 -0.330

Calculated values
Gap between HOMO and LUMO (spin up / spin down), Ha: 0.2932 / 0.2309
HOMO (spin up / spin down), eV: -9.6 / -8.4
E, eV: -7346.6754
Maximum force, eV/A: 3.615
Energy above the lowest of the compared OMol25 structures with the same formula, charge and spin, kJ/mol: 658.36

Here are the Mulliken charges for atoms 1 to 5, given in e: -0.049 -0.180 -0.349 -0.523 -0.676



(7)
A 2-piece molecular cluster, C7H6Br2N2O2 overall in a non-equilibrium geometry. Source: the OMol25 dataset; level of theory: the ωB97M-V functional and the def2-TZVPD basis.

Cartesian coordinates (Å):
1 C 2.004 1.581 0.631
2 C 1.983 0.283 0.263
3 C 0.824 2.297 0.840
4 C 0.782 -0.488 0.193
5 C -0.289 0.384 0.334
6 C 0.693 -1.971 -0.166
7 C -2.438 -0.171 -0.007
8 N -0.282 1.650 0.546
9 N -2.235 -0.514 -1.375
10 O -2.165 0.445 -2.113
11 O -2.080 -1.695 -1.629
12 Br -2.827 -1.646 1.097
13 Br -3.188 1.538 0.239
14 H 3.057 1.937 0.751
15 H 2.992 -0.074 0.072
16 H 0.920 3.378 1.079
17 H 1.719 -2.302 -0.110
18 H 0.222 -2.637 0.476
19 H 0.310 -1.996 -1.123

Calculated values
Gap between HOMO and LUMO, Ha: 0.3127
HOMO, eV: -9.1
E, eV: -154510.0980
Maximum force, eV/A: 3.924
Energy above the lowest of the compared OMol25 structures with the same formula, charge and spin, kJ/mol: 203.45

Here are the Mulliken charges for atoms 1 to 5, given in e: -0.218 -0.495 -0.623 0.619 0.476



(8)
C7H6Br2N2O2 as an isolated structure in a non-equilibrium geometry. Source: the OMol25 dataset; level of theory: the ωB97M-V functional and the def2-TZVPD basis.

Cartesian coordinates (Å):
1 C 1.819 1.638 0.703
2 C 1.862 0.348 0.221
3 C 0.600 2.259 0.925
4 C 0.742 -0.399 0.125
5 C -0.412 0.329 0.412
6 C 0.775 -1.779 -0.250
7 C -1.781 -0.225 0.038
8 N -0.496 1.589 0.767
9 N -1.891 -0.585 -1.439
10 O -1.197 -0.055 -2.229
11 O -2.836 -1.301 -1.706
12 Br -2.412 -1.742 1.054
13 Br -3.194 1.165 0.190
14 H 2.677 2.141 0.934
15 H 2.787 -0.185 0.043
16 H 0.526 3.327 1.346
17 H 0.166 -1.994 -1.198
18 H 1.941 -2.045 -0.448
19 H 0.325 -2.486 0.511

Calculated values
Gap between HOMO and LUMO, Ha: 0.3408
HOMO, eV: -9.7
E, eV: -154512.2065
Maximum force, eV/A: 4.165
Energy above the lowest of the compared OMol25 structures with the same formula, charge and spin, kJ/mol: 0.00

Here are the Mulliken charges for atoms 1 to 5, given in e: -0.583 -0.847 -0.491 1.230 0.420